ORCA calculation (ωB97M-V/def2-TZVPD) on 8 unconnected molecules or ions with the total composition C42H106N6O14 in a non-equilibrium geometry.

CARTESIAN COORDINATES (ANGSTROEM)
C 0.2224 0.4124 0.5599
C 0.0444 0.2510 -0.9615
C 1.1913 -0.4916 -1.5664
O -1.1548 -0.5274 -1.3360
H 0.4029 -0.5593 1.0195
H -0.6791 0.8278 1.0103
H 1.0710 1.0581 0.7859
H 0.0378 1.2324 -1.4357
H 2.0953 0.1050 -1.4444
H 1.1204 -0.6275 -2.6456
H 1.3016 -1.4323 -1.0270
H -1.0856 -0.7009 -2.2777
C 2.4151 4.3713 -5.1148
C 2.4569 3.7555 -3.7062
C 2.8574 2.3008 -3.6704
O 3.3388 4.4395 -2.8942
H 1.5047 4.0247 -5.6038
H 3.3322 4.1636 -5.6662
H 2.2572 5.4497 -5.1123
H 1.5183 3.9313 -3.1807
H 2.8305 1.8705 -2.6693
H 3.8452 2.1267 -4.0970
H 2.1948 1.7626 -4.3483
H 3.2120 4.1252 -1.9960
C -5.3204 -2.9661 -3.4675
O -4.1020 -2.4291 -3.9160
C -2.9502 -2.9282 -3.2248
C -1.6700 -2.7522 -4.1221
N -1.3655 -1.3326 -4.2135
C -0.4246 -1.0441 -5.3000
C -0.1588 0.5055 -5.4332
O -1.3260 1.1268 -5.8992
C -1.1489 2.5294 -5.9860
H -5.3795 -4.0527 -3.5286
H -6.2073 -2.6256 -4.0020
H -5.4548 -2.7321 -2.4115
H -3.1776 -3.9678 -2.9892
H -2.8645 -2.3330 -2.3156
H -1.9203 -3.2859 -5.0390
H -0.7944 -3.1852 -3.6385
H -2.1946 -0.7994 -4.4333
H -0.7910 -1.3996 -6.2631
H 0.5007 -1.6144 -5.2186
H 0.6363 0.6203 -6.1699
H 0.2747 0.9822 -4.5541
H -0.7387 3.0076 -5.0965
H -2.1160 2.9621 -6.2421
H -0.4427 2.6917 -6.8002
C -0.0933 -1.0710 4.4549
O -1.3062 -0.6640 5.1117
C -1.1931 0.6759 5.7395
C -2.4530 0.8691 6.5752
N -2.3207 0.0997 7.8296
C -3.5718 0.1682 8.5308
C -3.6601 -0.9092 9.6134
O -3.4577 -2.1811 9.0307
C -3.4117 -3.2244 10.0132
H -0.0162 -0.5782 3.4857
H -0.2576 -2.0710 4.0535
H 0.7152 -1.1512 5.1816
H -1.0803 1.4474 4.9778
H -0.2650 0.6997 6.3106
H -3.3064 0.5634 5.9699
H -2.6152 1.8839 6.9384
H -2.0956 -0.8572 7.5977
H -4.3175 -0.0677 7.7716
H -3.7433 1.1798 8.8987
H -4.5528 -0.7849 10.2264
H -2.8552 -0.8018 10.3405
H -4.3667 -3.3839 10.5139
H -2.6575 -2.9521 10.7516
H -3.0403 -4.0609 9.4211
C 3.8520 0.5566 3.0044
O 3.8250 1.3205 1.8568
C 4.2017 2.6713 2.0025
C 4.1350 3.3409 0.6514
N 2.8531 3.3790 -0.0208
C 1.8234 3.9623 0.7944
C 2.0569 5.4561 0.9616
O 0.8599 6.0043 1.5167
C 0.8474 7.4257 1.8431
H 3.1121 -0.2429 2.9664
H 3.6266 1.1230 3.9080
H 4.8498 0.1182 3.0214
H 5.2171 2.6612 2.3987
H 3.5484 3.1243 2.7483
H 4.7954 2.8210 -0.0425
H 4.5982 4.3275 0.6664
H 2.6827 2.3855 -0.0843
H 1.6303 3.4414 1.7322
H 0.8563 3.8934 0.2963
H 2.2491 5.8652 -0.0302
H 2.9325 5.7222 1.5539
H 1.1280 8.0442 0.9906
H 1.5555 7.6611 2.6377
H -0.1419 7.7610 2.1543
C -1.8130 4.0398 -2.0861
O -1.9456 5.4396 -1.9509
C -2.1884 5.9531 -0.6270
C -1.7378 7.4250 -0.5896
N -2.2767 8.2119 -1.7212
C -3.6564 8.6958 -1.5844
C -4.0219 9.8741 -2.5702
O -4.3213 9.4285 -3.8947
C -5.0107 10.4454 -4.7167
H -0.9113 3.6571 -1.6080
H -1.7234 3.7951 -3.1445
H -2.7171 3.5365 -1.7432
H -1.7573 5.2732 0.1079
H -3.2548 5.8359 -0.4344
H -0.6490 7.4722 -0.6103
H -1.9593 7.7741 0.4190
H -2.2456 7.6583 -2.5654
H -3.8187 8.9757 -0.5435
H -4.3436 7.8589 -1.7090
H -3.2417 10.6349 -2.5469
H -4.8696 10.4381 -2.1809
H -5.2233 10.1408 -5.7414
H -4.4288 11.3657 -4.7662
H -5.9514 10.6137 -4.1924
C 3.7239 -3.0123 1.1739
O 4.2164 -3.7898 0.1209
C 3.4927 -3.6658 -1.0685
C 3.9583 -4.6494 -2.1323
N 5.3078 -4.3482 -2.5962
C 5.9883 -5.4084 -3.3559
C 5.2885 -5.9173 -4.6334
O 4.0545 -6.6011 -4.3264
C 4.2512 -7.8783 -3.6451
H 4.4193 -3.1784 1.9966
H 2.7263 -3.2984 1.5073
H 3.8547 -1.9512 0.9613
H 3.6604 -2.6519 -1.4317
H 2.4178 -3.7316 -0.9006
H 3.2266 -4.5940 -2.9383
H 3.8959 -5.6152 -1.6309
H 5.8242 -4.2875 -1.7304
H 6.3187 -6.2063 -2.6910
H 6.9278 -4.9619 -3.6817
H 5.9321 -6.5547 -5.2396
H 5.1488 -5.0333 -5.2555
H 4.8164 -8.5283 -4.3131
H 3.3081 -8.3884 -3.4487
H 4.8664 -7.8163 -2.7475
C -1.0926 -3.6389 -0.2781
O -1.2983 -4.5061 0.8329
C -1.2957 -3.9652 2.1362
C -1.7821 -4.9196 3.2214
N -1.0644 -6.1943 3.2772
C -1.9134 -7.2846 3.8032
C -1.3029 -8.6621 3.5214
O -1.3456 -8.8368 2.1129
C -0.8176 -10.1337 1.7309
H -0.0669 -3.2989 -0.4213
H -1.7497 -2.7906 -0.0867
H -1.4059 -4.0881 -1.2205
H -1.8557 -3.0301 2.1456
H -0.2736 -3.7235 2.4276
H -2.8597 -5.0539 3.1273
H -1.6763 -4.4449 4.1968
H -0.8707 -6.3986 2.3072
H -2.9157 -7.3030 3.3751
H -2.0085 -7.1921 4.8851
H -1.9310 -9.3949 4.0279
H -0.3061 -8.7704 3.9489
H -0.9928 -10.2340 0.6597
H -1.3659 -10.9473 2.2059
H 0.2657 -10.1627 1.8477

Properties
<S²>: 0.7545
ΔE to the lowest compared entry with this formula, charge and spin: 0.0 kcal per mole
charge: +1
spin multiplicity: 2

Mulliken atomic charge list, values in e, 99 entries: C -1.000; C 1.747; C -0.862; O -0.591; H 0.050; H 0.578; H -0.045; H -0.587; H 0.310; H 0.305; H -0.320; H 0.338; C -1.388; C 1.340; C -0.578; O -0.723; H 0.189; H 0.350; H 0.402; H -0.325; H -0.087; H 0.414; H 0.121; H 0.261; C -0.797; O -0.396; C -0.630; C -0.805; N 0.027; C -1.369; C 0.322; O -0.406; C -0.312; H 0.304; H 0.283; H 0.322; H 0.659; H 0.199; H 0.432; H 0.363; H 0.203; H 0.530; H 0.496; H 0.562; H -0.436; H -0.205; H 0.316; H 0.339; C -0.363; O -0.272; C -0.658; C -0.670; N -0.410; C -0.565; C -0.693; O -0.283; C -0.743; H 0.140; H -0.069; H 0.381; H 0.398; H 0.397; H 0.355; H 0.384; H 0.289; H 0.346; H 0.335; H 0.464; H 0.369; H 0.274; H 0.338; H 0.224; C -0.734; O -0.117; C -0.843; C -1.221; N 0.473; C 0.084; C -0.882; O -0.276; C -0.952; H 0.080; H 0.407; H 0.294; H 0.478; H 0.492; H 0.445; H 0.622; H -0.190; H 0.377; H -0.083; H 0.318; H 0.383; H 0.398; H 0.340; H 0.277; C -0.472; O -0.368; C -0.387